Entry 1:
The following is a quantum chemistry calculation of a molecular structure, C12H13BeClO2, from the OMol25 dataset.

Properties
total energy	-29674.753	eV
LUMO	0.1809	Eh
F_max	3.04	eV/A
charge	-2

Each line ends with the Mulliken charge.
Atoms and positions in Å:
C 1.36403 -0.01440 -2.03104  -0.53
C 1.14110 1.35154 -1.66832  -0.74
C -0.23270 1.63137 -1.80141  -0.27
H 1.90492 2.04766 -1.33292  0.31
C -0.89282 0.45364 -2.22532  -0.82
C 0.07234 -0.57705 -2.37342  -0.24
H -0.11535 -1.55867 -2.82029  0.50
H 2.33963 -0.48852 -2.16675  0.40
H -0.70588 2.58671 -1.62027  0.53
H -1.95833 0.35124 -2.41686  0.30
Be 0.96852 -1.52092 -0.48637  0.31
Cl 2.23283 -0.75177 0.75011  -0.40
C -0.62534 0.13365 2.42941  -0.61
C -1.84918 0.36553 1.73190  -0.48
C -1.77212 1.65797 1.13320  -0.62
H -2.66991 -0.33733 1.65492  0.38
C -0.49756 2.21188 1.43706  -0.47
C 0.21252 1.27890 2.24742  -0.79
H 1.22723 1.37365 2.60525  0.43
H -0.34913 -0.77276 2.95146  0.43
H -2.52974 2.09917 0.48507  0.40
H -0.08913 3.14800 1.05651  0.43
C -1.07248 -4.12802 0.09698  -1.23
C -0.26867 -2.93463 -0.28580  0.67
O 0.86333 -3.05740 -0.90824  -0.42
O -0.58811 -1.73759 0.04479  -0.32
H -1.35808 -4.67084 -0.80837  0.30
H -1.95561 -3.80814 0.65083  0.26
H -0.42246 -4.76680 0.70534  0.30

***

Entry 2:
The following is a quantum chemistry calculation of a molecular structure, C12H13ClGdO2, from the OMol25 dataset.

Properties
relative energy (zero: lowest compared OMol25 entry of this formula, charge and spin)	51.8	kcal per mole
total energy	-50107.159	eV
2S+1	8
<S²>	16.0857
LUMO (spin up / spin down)	0.0945 / 0.0625	Eh
F_max	4.87	eV/A
charge	-1

Each line ends with the Mulliken spin population.
Atoms and positions in Å:
C -2.71967 -1.25164 -0.60007  0.02
C -1.89350 -1.42603 -1.78303  -0.01
C -1.48897 -0.14921 -2.26056  0.00
H -1.67657 -2.36764 -2.28817  0.00
C -1.98027 0.84914 -1.34346  0.00
C -2.78233 0.18250 -0.33297  0.01
H -3.19389 0.66532 0.56831  -0.01
H -3.07574 -2.06712 0.05351  0.00
H -0.98565 0.04717 -3.21339  0.00
H -1.86432 1.93731 -1.49203  0.00
Gd -0.64751 -0.62611 0.39430  6.66
Cl 0.11032 -2.96823 1.03344  0.01
C 2.76533 -0.09717 -0.29444  0.00
C 2.25481 1.11318 -0.82294  -0.01
C 1.68891 0.83447 -2.11755  0.00
H 2.20823 2.06950 -0.31940  0.00
C 1.84962 -0.55887 -2.35728  0.01
C 2.51039 -1.13060 -1.23078  0.00
H 2.70917 -2.19430 -1.09780  0.00
H 3.23774 -0.22223 0.67896  0.00
H 1.16957 1.53783 -2.73575  0.00
H 1.46048 -1.10836 -3.18983  0.00
C 0.06378 0.69560 4.25964  0.01
O -0.04470 0.27626 2.82051  0.05
C -0.08004 1.24323 1.88963  0.16
O 0.14843 2.39395 2.07467  0.09
H -0.85237 0.35270 4.74723  0.00
H 0.16562 1.78283 4.30230  0.00
H 0.94313 0.18650 4.65694  0.00

***

Entry 3:
The following is a quantum chemistry calculation of a molecular structure, C12H13ClHfNO4S4Sb, from the OMol25 dataset.

Properties
total energy	-86047.118	eV
LUMO	-0.0353	Eh
F_max	3.68	eV/A
charge	0

Each line ends with the Mulliken charge.
Atoms and positions in Å:
Hf -2.03236 0.52267 1.78193  0.77
S -3.27802 -3.42845 3.45006  -0.56
Sb -4.00838 -1.29064 3.79539  0.84
S -2.05683 0.28412 4.16346  -0.60
S -4.28079 -0.27029 1.59749  -0.52
S -5.75080 -0.54051 5.00143  -0.55
O -2.21909 1.92954 0.19121  -0.65
C -0.95781 2.26226 0.23683  1.06
O -0.19615 1.84201 1.13884  -0.78
C -0.43028 2.78870 -1.07472  0.29
N 0.87251 1.96242 -1.17594  -0.19
C 1.81960 2.76154 -2.08481  -0.58
C 1.40822 4.21972 -1.88491  -0.48
C 0.00198 4.24337 -1.20066  -0.93
H -1.12835 2.52515 -1.93122  0.34
H 0.67188 1.02120 -1.52967  0.38
H 1.13159 1.84472 -0.17241  0.39
H 1.71047 2.41715 -3.09225  0.35
H 2.82926 2.57740 -1.64485  0.36
H 1.33207 4.76901 -2.87316  0.26
H 2.08278 4.87289 -1.33065  0.30
H -0.78464 4.84386 -1.72756  0.37
H 0.01931 4.83514 -0.32727  0.42
Cl 2.78863 -6.38337 0.11655  -0.19
C 1.85813 -5.01719 0.04359  0.50
C 0.97042 -4.66735 1.08275  -0.60
C 0.28465 -3.49221 1.07955  -0.20
C 0.45080 -2.58621 0.01149  0.31
C 1.36530 -2.90702 -1.00888  -0.52
C 1.98509 -4.12141 -0.99134  -0.56
C -0.27680 -1.29544 -0.07593  0.86
O -0.06051 -0.56199 -1.03563  -0.82
O -1.01977 -0.96440 1.02750  -0.42
H 1.04674 -5.21434 1.98152  0.41
H -0.43758 -3.31684 1.94333  0.20
H 1.46141 -2.19450 -1.80872  0.42
H 2.82730 -4.27072 -1.67235  0.30

***

Entry 4:
The following is a quantum chemistry calculation of a single C12H13ClN2O molecule, from the OMol25 dataset.

Properties
relative energy (zero: lowest compared OMol25 entry of this formula, charge and spin)	21.2	kcal per mole
total energy	-30204.587	eV
LUMO	0.0181	Eh
F_max	2.54	eV/A
SMILES	CCNCc1ncc(-c2ccccc2Cl)o1
charge	0

Each line ends with the Mulliken charge.
Atoms and positions in Å:
Cl -2.30609 0.19542 4.00239  -0.23
N -0.18524 2.79963 1.09353  -0.61
O -0.23472 0.84274 0.02546  -0.35
C 0.03906 2.17368 -0.03573  0.71
C -0.63687 1.83694 1.95085  -0.35
C -0.67934 0.63386 1.28855  0.43
C -1.38583 -3.41558 2.50875  -0.61
C -0.77391 -3.11801 1.31933  -0.41
C -1.89886 -2.36849 3.27888  -0.30
C -0.59880 -1.80250 0.90236  -0.60
C -1.67187 -1.01947 2.97551  0.15
C -0.98352 -0.73942 1.74123  0.65
N 2.04000 3.03705 -1.40482  -0.35
C 0.56312 2.79798 -1.29780  -1.04
C 4.32590 2.41253 -1.47160  -1.33
C 2.93008 1.87129 -1.23091  -0.18
H -0.84538 1.99417 3.00459  0.40
H -1.55838 -4.42899 2.87614  0.36
H -0.37200 -3.88310 0.66904  0.36
H -2.44858 -2.62698 4.19254  0.35
H -0.09908 -1.61822 -0.05448  0.36
H 2.30274 3.74074 -0.71919  0.30
H 0.02678 3.76869 -1.42272  0.37
H 0.25261 2.10898 -2.11850  0.28
H 4.56315 3.09628 -0.69858  0.35
H 5.05208 1.59612 -1.46005  0.38
H 4.39516 2.93237 -2.42758  0.34
H 2.68261 1.06405 -1.92662  0.33
H 2.85133 1.46434 -0.21442  0.22

***

Entry 5:
The following is a quantum chemistry calculation of a molecular structure, C12H13F5NO5OsP, from the OMol25 dataset.

Properties
relative energy (zero: lowest compared OMol25 entry of this formula, charge and spin)	0.0	kcal per mole
total energy	-49705.894	eV
2S+1	5
<S²>	6.0163
LUMO (spin up / spin down)	-0.2917 / -0.3798	Eh
F_max	0.10	eV/A
charge	+2

Each line ends with the Mulliken spin population.
Atoms and positions in Å:
Os 0.29880 0.57215 0.39393  3.40
O 0.12460 -1.47673 0.21247  0.09
C 0.69003 -2.21190 -0.65177  0.01
C 1.64435 -1.80442 -1.60715  -0.04
C 2.14187 -2.77673 -2.49724  0.01
C 3.09202 -2.40788 -3.40916  0.03
C 3.59215 -1.11192 -3.47325  -0.01
C 3.12735 -0.14137 -2.59754  0.03
C 2.15388 -0.48112 -1.67629  0.03
O 1.71542 0.47015 -0.83033  0.21
N 3.60698 -3.43004 -4.35586  0.00
O 3.14718 -4.54196 -4.24211  0.01
O 4.43475 -3.05735 -5.14954  0.00
H 0.40175 -3.26438 -0.62185  0.00
H 1.78793 -3.80021 -2.47662  0.00
H 4.34682 -0.88100 -4.21435  0.00
H 3.50785 0.87002 -2.62747  0.00
C -2.77458 2.44212 2.83600  0.01
P -2.01567 0.84378 3.00004  -0.01
C -3.23419 -0.44147 2.85164  0.01
C -1.15831 0.72445 4.55228  0.01
O -0.95908 0.63505 1.84741  0.12
H -3.51296 2.55681 3.63265  0.00
H -3.27691 2.52644 1.87284  0.00
H -2.02550 3.22782 2.93220  0.00
H -3.97258 -0.32490 3.64760  0.00
H -2.76217 -1.41933 2.94658  0.00
H -3.73990 -0.36608 1.88852  0.00
H -1.87599 0.86375 5.36352  0.00
H -0.39693 1.50197 4.62046  0.00
H -0.69659 -0.25762 4.65450  0.00
F 0.66537 3.02937 -1.06476  0.02
C -0.31835 2.46073 -0.37368  0.03
F -0.68961 3.27874 0.62237  0.02
C -1.51536 2.15913 -1.30662  0.00
F -1.17487 1.04982 -2.00979  0.02
F -2.58404 1.84826 -0.56617  0.00
F -1.79549 3.13585 -2.12349  0.00

***

Entry 6:
The following is a quantum chemistry calculation of a molecular structure, C12H13MnNO11P, from the OMol25 dataset.

Properties
relative energy (zero: lowest compared OMol25 entry of this formula, charge and spin)	34.8	kcal per mole
total energy	-77281.009	eV
2S+1	2
<S²>	0.8144
LUMO (spin up / spin down)	0.0591 / 0.0608	Eh
F_max	2.58	eV/A
charge	-1

Each line ends with the Mulliken spin population.
Atoms and positions in Å:
Mn 0.77082 -0.24174 1.40414  0.81
O -2.75347 -0.55582 -0.64534  0.01
C -1.78380 -0.54689 0.27983  0.00
O -0.57056 -0.64527 -0.08003  0.00
C -2.06153 -0.46397 1.66757  0.08
C -3.27226 -0.44005 2.38746  0.00
C -3.21227 -0.43944 3.75766  0.02
C -1.96153 -0.48285 4.43220  0.01
C -0.81857 -0.49380 3.68420  0.01
N -0.87321 -0.46068 2.34656  0.03
C 0.62444 -0.60243 4.16179  -0.01
O 0.88290 -0.69790 5.34270  0.00
O 1.47190 -0.62664 3.17104  0.02
H -2.30046 -0.55928 -1.50746  0.00
H -4.21479 -0.42413 1.85796  0.00
H -4.12876 -0.41678 4.33295  0.00
H -1.88756 -0.50606 5.50986  0.00
O 1.75869 3.35960 0.44429  0.01
C 1.66175 2.17824 0.65624  0.00
O 0.60823 1.60129 1.19540  -0.01
C 2.77692 1.14282 0.25903  0.00
O 3.81552 1.48700 -0.24859  0.01
O 2.41786 -0.08681 0.50788  -0.01
C 2.75505 0.62052 -3.89946  0.00
O 1.32516 0.55384 -3.93032  0.00
P 0.66108 -0.00155 -2.53549  0.00
O -0.90280 0.37715 -2.88152  0.00
C -1.22898 1.73297 -2.54622  0.00
O 0.54637 -1.58570 -2.90279  0.00
C 1.02992 -2.53782 -1.95889  0.00
H 3.10252 0.57524 -4.92969  0.00
H 3.19022 -0.21527 -3.34519  0.00
H 3.08888 1.54760 -3.43118  0.00
H -2.30468 1.84546 -2.66663  0.00
H -0.72065 2.43022 -3.21472  0.00
H -0.95023 1.96231 -1.51335  0.00
H 0.31533 -3.35846 -1.90629  0.00
H 1.14592 -2.10103 -0.96842  0.00
H 1.99662 -2.92389 -2.28713  0.00

***

Entry 7:
The following is a quantum chemistry calculation of a molecular structure, C12H13N, from the OMol25 dataset.

Properties
relative energy (zero: lowest compared OMol25 entry of this formula, charge and spin)	136.4	kcal per mole
total energy	-14139.171	eV
LUMO	0.0040	Eh
F_max	4.25	eV/A
charge	0

Each line ends with the Mulliken charge.
Atoms and positions in Å:
C -1.38639 0.96297 1.57660  0.53
C 3.62484 0.57616 0.03728  -0.25
C 2.97692 1.74677 -0.19874  -0.52
C 2.95370 -0.56444 0.51162  -0.98
C 1.70794 2.07037 0.27968  -0.83
C 1.63599 -0.32368 0.81693  0.23
C 1.03395 0.95053 0.74359  0.41
C 0.37506 -0.98833 1.36626  0.57
C -0.31149 0.38466 1.08058  -0.23
C -0.08082 -2.29704 0.81319  -1.49
C -3.10693 1.08514 -0.86594  -0.60
C -1.82274 0.41217 -1.05307  -0.51
N -2.48617 1.40752 1.77876  -0.83
H 4.73338 0.41029 -0.27738  0.26
H 3.66362 2.43559 -0.59383  0.36
H 3.32323 -1.47206 0.70015  0.58
H 1.17474 2.99275 0.22371  0.48
H 0.34617 -0.90074 2.52135  0.29
H -1.02684 -2.43504 1.17473  0.42
H 0.48658 -3.19340 1.03059  0.40
H 0.06671 -2.15294 -0.34172  0.29
H -3.02662 1.38420 0.54038  0.25
H -3.91492 0.39413 -0.88279  0.31
H -3.30116 2.13741 -1.21951  0.32
H -0.96549 0.88070 -1.45356  0.35
H -1.74859 -0.71471 -1.22144  0.19

***

Entry 8:
The following is a quantum chemistry calculation of a molecular structure, C12H13N3O6STc, from the OMol25 dataset.

Properties
total energy	-42436.925	eV
2S+1	4
<S²>	3.7678
LUMO (spin up / spin down)	-0.0628 / -0.0813	Eh
F_max	3.86	eV/A
charge	0

Each line ends with the Mulliken spin population.
Atoms and positions in Å:
Tc -0.97903 -0.11429 -1.75898  1.37
O -1.96766 -1.73630 -1.84994  0.28
O -2.50543 -2.23085 -2.90847  0.77
S -3.35993 3.62828 -3.15745  0.14
C -2.57474 2.35942 -2.70293  0.06
N -2.00348 1.37040 -2.33147  0.00
O -1.12435 1.98610 0.58303  0.01
C -1.23014 0.84442 1.01000  0.00
O -1.33361 -0.18890 0.23095  0.05
C -1.23551 0.51272 2.46724  0.00
C -1.23516 1.54205 3.40933  0.00
C -1.22479 1.24196 4.76185  0.00
C -1.21099 -0.07453 5.18378  0.00
C -1.19918 -1.09188 4.23582  0.00
C -1.20967 -0.81148 2.87822  0.01
N -1.17755 -2.46694 4.67292  0.00
O -1.17985 -2.67559 5.87528  0.00
O -1.15491 -3.33706 3.81760  0.00
H -1.24386 2.57709 3.05661  0.00
H -1.22858 2.05017 5.49341  0.00
H -1.20580 -0.33666 6.24989  0.00
H -1.19366 -1.63196 2.14724  0.00
C 2.26302 1.24891 -3.50311  0.01
C 1.95635 -0.09595 -2.82999  -0.01
C 2.87720 -0.30365 -1.62004  0.01
C 2.14000 -1.25182 -3.82596  0.01
N 0.61986 -0.08783 -2.40261  0.29
H 3.30262 1.24985 -3.86156  0.00
H 2.12920 2.07536 -2.78318  0.00
H 1.58571 1.41949 -4.35669  0.00
H 3.92376 -0.30664 -1.96181  0.00
H 2.66392 -1.26074 -1.12470  0.00
H 2.74797 0.50481 -0.88708  0.00
H 3.18174 -1.25920 -4.18951  0.00
H 1.46062 -1.13677 -4.68170  0.00
H 1.92590 -2.21198 -3.33600  0.00

***

The highest F_max belongs to which entry?
C12H13ClGdO2

***

Which formula does entry 7 have?
C12H13N

***

What is the total energy in the fourth record?
-30204.587 eV

***

What is the formula in the eighth record?
C12H13N3O6STc